No. 1
Molecular formula: C48H101F3O26
Method: DFT, the ωB97M-V functional and the def2-TZVPD basis

Summary:
M ... 1151.30 g/mol
HOMO-LUMO gap ... 0.3289 Ha
Lowest unoccupied orbital energy ... 0.208 eV
SMILES string ... CCOC(=O)C(F)(F)F.C[C@H]1COC(=O)O1.C[C@H]1COC(=O)O1.COCCOCCOC.COCCOCCOC.COCCOCCOC.COCCOCCOC.COCCOCCOC.COCCOCCOC
HOMO energy ... -8.7 eV
Charge ... 0

Positions of all 178 atoms, in Å:
F -0.384 -3.260 -0.334
F -0.746 -2.783 -2.353
F -2.171 -2.192 -0.895
O 3.822 -2.601 -4.858
O 2.144 -1.217 -4.245
O 2.574 6.155 1.553
O 5.672 -0.764 0.549
O 1.537 -1.858 4.537
O -5.455 -2.446 -4.531
O -3.429 -3.777 2.691
O -0.920 3.752 -3.597
O 4.204 -3.301 2.405
O -5.594 0.107 -2.812
O 1.202 0.174 3.569
O 1.874 8.805 0.771
O 2.351 -5.761 1.401
O 0.517 3.591 -5.689
O -0.744 0.039 -1.309
O -5.833 -4.876 -5.674
O 2.882 3.068 0.960
O 0.111 4.463 6.531
O 3.262 -2.575 -2.765
O -2.543 2.981 0.445
O -1.532 -6.871 2.767
O -1.407 3.042 3.448
O 1.137 -1.012 -0.539
O -1.038 6.216 -2.797
O -5.243 -1.000 3.133
O 0.565 -1.738 2.530
C 3.276 -5.050 0.593
C -0.439 2.443 -3.782
C 2.142 4.017 0.226
C -0.104 -0.944 -1.042
C 0.469 -3.962 5.152
C -1.208 7.547 -2.390
C -4.274 0.180 -3.411
C 4.126 -2.074 1.806
C 2.277 2.889 2.253
C -6.555 -2.040 -3.753
C -2.181 5.373 -2.543
C 3.006 -2.025 -3.967
C -2.186 -5.858 2.106
C -0.413 -7.375 1.992
C 0.594 3.648 -7.141
C -2.902 4.188 1.141
C -0.117 2.314 -5.255
C -5.286 -4.998 -4.347
C 1.346 -3.204 4.138
C -3.907 -1.305 3.054
C 5.511 -1.340 1.906
C 1.784 0.199 -0.122
C -6.109 -1.267 -2.547
C -0.902 -2.339 -1.130
C 6.181 0.607 0.498
C 2.832 -6.977 2.010
C 4.893 -3.234 -4.237
C 2.465 0.808 -1.375
C 3.344 7.286 1.871
C 1.555 9.217 -0.481
C -1.643 3.967 -2.404
C 0.694 -3.098 2.744
C 4.361 -3.390 -2.859
C 6.253 -2.417 -4.236
C 1.148 -1.060 3.599
C 4.476 -4.321 1.388
C -3.376 -2.721 3.631
C 3.216 8.455 0.970
C -6.066 -1.942 2.409
C -1.862 2.024 1.355
C 2.893 5.441 0.401
C -0.871 2.920 4.764
C -2.852 -4.974 3.226
C -0.447 4.314 5.201
C 1.445 3.965 6.653
C -4.695 -3.658 -4.147
C -6.716 -5.980 -6.147
C -2.103 1.929 2.861
H 2.656 1.912 2.554
H -3.820 4.149 1.726
H 6.934 -2.552 -5.077
H 3.690 8.085 0.061
H 2.455 3.795 2.831
H -2.984 -6.134 1.417
H -3.651 -5.395 3.837
H -1.176 7.626 -1.303
H -6.420 -2.789 2.997
H -3.567 -0.243 -2.697
H -7.039 -1.483 2.230
H 2.285 -7.106 2.944
H -4.602 -5.838 -4.230
H -2.490 3.290 -2.300
H -3.853 -2.926 4.589
H -3.731 -3.698 -4.655
H 1.337 -3.482 1.952
H 0.482 9.314 -0.648
H 0.297 -6.559 1.854
H 3.998 -4.413 -2.753
H -3.136 1.813 3.187
H 7.034 0.865 1.126
H 6.257 -2.042 2.278
H -0.138 2.114 4.757
H -3.127 4.953 0.397
H 3.843 9.250 1.376
H 3.880 -7.192 2.221
H 2.058 10.175 -0.616
H 0.929 2.669 -7.485
H -4.113 1.214 -3.716
H 5.339 1.237 0.784
H 5.054 -4.246 -4.609
H 3.707 -5.495 -0.304
H -0.419 3.890 -7.463
H 6.001 -1.362 -4.126
H 0.291 -5.016 4.941
H -4.463 -0.425 -4.298
H 0.267 -8.084 2.465
H 1.068 0.854 0.374
H 3.209 1.506 -0.991
H 0.256 4.759 4.496
H 5.081 -5.125 1.805
H 2.723 5.845 -0.597
H -1.996 8.204 -2.759
H 3.897 5.022 0.462
H -1.035 3.701 -1.539
H 0.279 2.143 -3.018
H 6.386 0.713 -0.567
H -7.126 -5.767 -7.134
H 1.899 8.428 -1.150
H 3.044 7.596 2.872
H -2.195 4.718 1.780
H 1.007 -3.799 6.086
H 5.080 -3.048 -2.114
H 0.563 1.499 -5.505
H -1.330 4.947 5.117
H -7.240 -1.387 -4.294
H -1.021 2.256 -5.861
H -0.275 -3.586 2.637
H -6.169 -5.273 -3.770
H -5.786 -2.239 1.399
H 1.477 2.967 6.217
H -1.652 2.612 5.459
H -5.967 -6.763 -6.264
H -7.550 -6.332 -5.540
H -2.022 -4.807 3.913
H -1.650 1.023 3.262
H 3.466 -1.426 2.383
H -2.615 5.651 -1.582
H 5.634 -0.494 2.582
H 1.082 4.084 0.474
H 6.813 -2.770 -3.371
H -2.201 1.096 0.896
H -3.562 -0.416 3.581
H 4.390 6.995 1.964
H -7.219 -2.859 -3.480
H 1.215 4.467 -7.504
H -7.041 -1.257 -1.983
H -2.999 5.322 -3.261
H 2.552 -7.850 1.421
H 1.837 1.295 -2.121
H 3.750 -2.098 0.783
H -5.474 -1.887 -1.914
H 2.184 3.724 -0.822
H -0.686 -7.744 1.004
H -0.800 2.178 1.164
H -3.577 -1.158 2.025
H 5.137 -3.876 0.645
H -1.622 -5.221 1.424
H 2.133 4.646 6.153
H -0.509 -3.567 5.429
H 2.732 -4.227 0.131
H -0.294 8.099 -2.610
H -1.233 1.726 -3.571
H -2.312 -2.606 3.838
H 2.910 -0.003 -1.952
H 1.682 3.745 7.694
H -4.328 -3.569 -3.124
H 1.221 2.629 2.331
H 2.500 -0.013 0.672
H 2.321 -3.692 4.156

=====

No. 2
Molecular formula: C48H103N7O34
Method: DFT, the ωB97M-V functional and the def2-TZVPD basis

Summary:
M ... 1322.37 g/mol
HOMO-LUMO gap ... 0.3315 Ha
Lowest unoccupied orbital energy ... 0.079 eV
HOMO energy ... -8.9 eV
Charge ... 0

Positions of all 192 atoms, in Å:
O 2.717 1.434 7.509
O 1.408 -5.697 -5.009
O 3.345 -2.932 -1.730
O 3.668 -0.791 -1.142
O -0.629 0.984 -1.392
O -2.218 0.604 5.269
O 2.864 -1.181 -3.148
O -1.604 1.037 -5.697
O -5.840 -3.869 -1.836
O 0.574 -0.339 -0.046
O -3.866 2.648 0.885
O 1.427 -1.348 3.964
O 4.336 0.681 -6.275
O 3.624 2.835 -6.612
O -2.767 3.915 2.445
O 1.192 3.246 -2.282
O -4.575 -2.408 2.202
O -3.356 8.244 -1.434
O 0.605 0.773 -6.221
O 2.325 3.621 -0.420
O 4.668 2.250 -4.791
O 1.644 -5.737 -0.653
O -0.891 -0.807 -6.677
O -4.579 2.510 2.973
O 0.084 4.150 -0.615
O 0.962 -4.965 -7.049
O -0.276 -1.171 -1.863
O -4.739 -5.826 -1.842
O 0.905 -6.001 1.456
O 2.330 2.188 3.149
O -3.905 -3.943 -2.862
O -0.469 -5.547 -0.250
O 6.620 -0.280 1.844
O -0.703 -5.038 -5.504
N -5.604 -0.837 0.934
N -3.429 -1.170 4.421
N 5.068 1.324 2.026
N 1.809 -1.891 6.161
N 0.616 0.975 8.317
N 3.353 3.003 4.952
N -3.592 6.155 -2.214
C -3.539 -1.896 0.091
C -2.536 -0.109 4.349
C -4.827 -4.676 -2.177
C 0.751 1.755 6.109
C -4.628 -1.752 1.142
C 2.939 -5.986 -0.065
C -0.100 -2.865 4.971
C -2.077 0.111 2.922
C 0.455 -5.120 -5.789
C 1.033 -5.809 -3.630
C 1.300 3.696 -1.022
C 2.890 4.490 3.005
C 0.534 0.658 1.000
C 3.033 2.462 -7.785
C 5.055 -0.385 3.626
C 1.493 1.375 7.396
C -5.747 0.081 -0.142
C -1.280 2.365 -5.133
C -1.935 7.663 -3.262
C 2.779 -2.053 -4.362
C 2.472 2.733 -2.843
C 4.202 3.905 5.756
C -2.323 -1.222 -6.931
C -3.211 5.009 -2.984
C -0.792 -1.055 -3.208
C 3.154 -1.333 6.277
C -3.650 3.103 2.156
C -4.064 -1.606 5.642
C 0.739 0.232 9.542
C -1.680 -5.603 0.549
C 2.915 3.130 3.666
C -3.013 7.374 -2.233
C 3.253 -1.737 -1.967
C -3.134 -4.650 -3.854
C 3.765 -1.118 0.223
C -2.788 2.917 -0.064
C -0.028 4.737 0.666
C 1.098 -1.949 4.966
C -6.822 -4.379 -0.878
C -0.573 0.365 -6.215
C 4.248 1.843 -5.954
C 5.667 0.198 2.432
C 5.442 1.326 -4.084
C -4.551 2.903 4.288
C 0.683 -5.735 0.294
C 0.140 -4.300 -8.032
C 5.435 2.039 0.862
C -0.167 -0.079 -1.129
H -1.753 -6.627 0.941
H -4.911 -2.238 5.528
H -1.421 -0.658 2.545
H 4.665 2.762 0.564
H 4.553 -1.362 3.398
H -3.414 -2.337 6.239
H -2.513 -1.167 -7.972
H 3.743 4.601 6.393
H -4.290 -0.704 6.246
H 2.933 2.122 -2.054
H 4.988 0.347 -4.080
H 3.727 1.808 -8.359
H -0.733 2.990 -5.860
H 3.280 -0.308 0.840
H -1.668 8.678 -2.985
H 3.560 -6.266 -0.882
H 2.975 -1.326 -5.156
H 3.196 -5.079 0.404
H -1.534 1.045 2.876
H 3.358 -1.065 7.320
H -4.054 4.195 -2.900
H 3.141 -2.010 0.405
H -0.247 1.266 6.082
H -7.247 -5.317 -1.234
H -2.362 4.361 -2.658
H -4.990 0.856 -0.100
H -1.926 2.371 0.291
H 4.150 1.382 2.354
H 0.894 0.158 1.907
H 0.422 4.128 1.462
H 0.585 -4.863 -3.317
H -5.219 2.261 4.765
H -2.722 -1.204 0.291
H -1.013 -2.440 4.550
H -0.314 1.045 8.023
H -0.448 1.035 1.240
H 1.228 1.520 0.793
H -0.666 2.242 -4.221
H -1.725 -4.804 1.278
H -3.540 2.741 4.708
H 0.563 2.831 6.090
H -2.308 2.606 -4.843
H 2.972 4.242 1.992
H -3.222 2.494 -0.961
H 3.326 -0.491 5.583
H 3.634 5.239 3.281
H -2.497 -5.458 -0.140
H 1.870 4.951 3.046
H 2.649 3.304 -8.306
H -2.962 0.188 2.224
H 1.802 -2.550 -4.417
H -0.422 -3.145 6.000
H -1.170 6.890 -3.225
H -2.975 -0.681 -6.272
H 0.201 -4.966 -8.841
H -3.764 -1.638 3.571
H 3.026 2.180 5.450
H 4.792 -1.263 0.573
H 0.138 -3.786 4.463
H 1.507 0.638 10.193
H 0.016 -0.517 -3.813
H 3.713 -2.671 -4.249
H -4.384 6.065 -1.573
H -2.734 3.940 -0.282
H -2.284 7.727 -4.271
H -3.153 -2.895 0.212
H 4.910 4.417 5.090
H 0.798 -0.833 9.395
H -0.178 0.394 10.128
H -4.993 3.942 4.464
H -0.806 -2.094 -3.439
H -6.739 0.518 -0.055
H -6.383 -4.567 0.100
H 2.203 2.072 -3.699
H 5.652 1.279 0.072
H 3.116 3.589 -3.077
H -3.846 -1.779 -0.958
H 5.779 -0.530 4.400
H -5.856 -0.444 -1.105
H 6.419 2.445 1.092
H -3.346 -5.723 -3.708
H 0.244 -6.577 -3.571
H 4.204 0.194 3.996
H 6.445 1.140 -4.534
H 2.933 -6.764 0.694
H -0.899 -4.160 -7.722
H -7.574 -3.607 -0.755
H 0.572 -3.310 -8.187
H 2.180 1.799 -7.579
H 1.941 -6.134 -3.115
H -6.240 -0.775 1.732
H 5.478 1.771 -3.124
H -1.793 -0.601 -3.251
H 4.858 3.237 6.326
H -2.111 -4.343 -3.774
H 1.445 -2.590 6.825
H 0.375 5.768 0.591
H -3.475 -4.233 -4.796
H -3.075 5.235 -4.020
H 1.206 1.567 5.128
H -2.381 -2.255 -6.668
H -1.068 4.806 0.818
H 3.879 -2.076 6.003